[1]
This record from the OMol25 dataset describes a structure of composition C28H70AsF6MgN2O20. The level of theory is ωB97M-V/def2-TZVPD.

Geometry (Å):
1 Mg 2.257 -0.895 -2.246
2 N 0.951 0.839 -0.006
3 O 1.750 0.451 -0.914
4 O 0.082 0.062 0.407
5 O 1.099 1.973 0.458
6 N -0.586 -2.410 -2.325
7 O 0.526 -1.866 -2.053
8 O -1.470 -2.557 -1.473
9 O -0.833 -2.667 -3.534
10 As 4.799 1.597 -2.840
11 F 4.289 1.461 -4.508
12 F 3.841 0.122 -2.457
13 F 5.247 1.503 -1.164
14 F 5.756 3.044 -3.152
15 F 3.436 2.617 -2.503
16 F 6.241 0.692 -3.226
17 C 2.537 0.281 3.110
18 O 3.910 0.416 2.781
19 C 4.102 1.541 1.910
20 C 5.584 1.832 1.809
21 O 6.144 2.372 2.982
22 C 7.496 2.659 2.834
23 H 2.288 0.983 3.914
24 H 2.406 -0.724 3.512
25 H 1.859 0.466 2.274
26 H 3.654 2.429 2.374
27 H 3.596 1.316 0.972
28 H 5.739 2.552 0.995
29 H 6.136 0.942 1.478
30 H 7.690 3.349 2.002
31 H 8.105 1.772 2.618
32 H 7.926 3.129 3.716
33 C -2.980 0.274 -0.776
34 O -3.692 -0.923 -1.166
35 C -4.013 -0.713 -2.544
36 C -4.762 -1.956 -3.020
37 O -4.056 -3.091 -2.565
38 C -4.154 -4.134 -3.487
39 H -2.494 0.014 0.161
40 H -3.753 1.021 -0.591
41 H -2.157 0.522 -1.447
42 H -3.077 -0.626 -3.100
43 H -4.656 0.166 -2.670
44 H -4.760 -1.883 -4.114
45 H -5.789 -1.973 -2.642
46 H -5.150 -4.605 -3.438
47 H -3.490 -4.973 -3.275
48 H -4.028 -3.914 -4.552
49 C 0.344 1.039 -3.688
50 O 1.466 0.176 -3.788
51 C 1.493 -0.629 -4.957
52 C 2.813 -1.383 -4.953
53 O 3.029 -1.973 -3.673
54 C 3.997 -2.998 -3.744
55 H -0.486 0.521 -3.201
56 H -0.044 1.398 -4.644
57 H 0.637 1.903 -3.096
58 H 1.486 -0.006 -5.858
59 H 0.653 -1.317 -5.078
60 H 3.667 -0.771 -5.260
61 H 2.795 -2.098 -5.784
62 H 3.923 -3.663 -4.610
63 H 3.990 -3.602 -2.844
64 H 4.990 -2.565 -3.910
65 C 0.543 5.789 -1.272
66 O 0.827 6.226 0.032
67 C 1.075 5.247 1.003
68 C -0.225 4.650 1.535
69 O -1.194 5.585 1.988
70 C -0.790 6.355 3.096
71 H 1.459 5.415 -1.743
72 H 0.191 6.594 -1.917
73 H -0.228 5.013 -1.264
74 H 1.576 5.759 1.826
75 H 1.672 4.370 0.731
76 H -0.017 3.945 2.349
77 H -0.714 4.085 0.741
78 H 0.162 6.886 3.036
79 H -0.774 5.762 4.020
80 H -1.610 7.067 3.205
81 C -5.370 -3.802 4.020
82 O -4.621 -3.395 2.920
83 C -3.655 -2.406 3.271
84 C -3.303 -1.635 2.016
85 O -2.723 -2.450 1.005
86 C -1.419 -2.828 1.425
87 H -6.110 -4.549 3.729
88 H -6.040 -2.998 4.377
89 H -4.864 -4.096 4.946
90 H -2.816 -2.910 3.770
91 H -4.051 -1.793 4.095
92 H -2.691 -0.763 2.256
93 H -4.259 -1.305 1.606
94 H -1.360 -3.134 2.475
95 H -0.651 -2.082 1.212
96 H -1.087 -3.754 0.948
97 C -2.092 2.132 2.667
98 O -3.316 1.578 2.244
99 C -4.384 1.984 3.061
100 C -5.619 1.298 2.532
101 O -6.776 2.022 2.918
102 C -7.936 1.329 2.585
103 H -1.986 2.033 3.760
104 H -2.119 3.218 2.524
105 H -1.195 1.700 2.227
106 H -4.476 3.078 3.069
107 H -4.213 1.726 4.114
108 H -5.651 0.271 2.918
109 H -5.578 1.143 1.450
110 H -7.995 0.335 3.042
111 H -8.058 1.191 1.498
112 H -8.837 1.900 2.817
113 C 1.373 -5.792 -0.881
114 O 1.744 -4.453 -0.929
115 C 2.492 -4.017 0.192
116 C 2.561 -2.526 0.202
117 O 3.301 -1.949 -0.894
118 C 4.682 -1.948 -0.548
119 H 0.858 -6.094 -1.792
120 H 0.636 -5.934 -0.074
121 H 2.195 -6.498 -0.699
122 H 3.477 -4.499 0.112
123 H 2.012 -4.377 1.109
124 H 2.895 -2.172 1.178
125 H 1.531 -2.184 0.058
126 H 5.317 -1.500 -1.311
127 H 5.005 -2.979 -0.383
128 H 4.919 -1.385 0.360

The calculation puts the max |F| at 2.39 eV Å⁻¹. Its calculated total energy is -156684.0372 eV. Its charge is -1. As for the HOMO energy: -6.28 eV. As for the LUMO energy: 2.0159 eV. The calculation puts the frontier orbital gap at 8.3 eV.

[2]
This record from the OMol25 dataset describes a cluster of 11 separate species, C28H70Cl8O7S7 in total. The level of theory is ωB97M-V/def2-TZVPD.

Geometry (Å):
1 C -15.395 9.028 -0.533
2 S -15.280 8.282 1.172
3 O -14.903 9.430 2.057
4 C -17.041 8.078 1.454
5 H -14.418 9.329 -0.911
6 H -16.104 9.852 -0.451
7 H -15.762 8.223 -1.170
8 H -17.297 7.709 2.447
9 H -17.644 7.397 0.853
10 H -17.490 9.071 1.476
11 C -14.008 11.744 4.793
12 S -14.192 13.550 5.011
13 O -13.049 13.952 5.899
14 C -13.655 13.946 3.270
15 H -14.192 11.227 5.735
16 H -13.050 11.492 4.339
17 H -14.763 11.418 4.077
18 H -14.335 13.449 2.579
19 H -12.622 13.724 2.999
20 H -13.665 15.036 3.248
21 C -18.256 17.275 2.233
22 S -17.608 15.847 3.290
23 O -17.121 14.731 2.357
24 C -16.004 16.639 3.827
25 H -19.138 17.053 1.632
26 H -17.528 17.691 1.537
27 H -18.604 18.053 2.913
28 H -16.206 17.626 4.245
29 H -15.368 16.705 2.944
30 H -15.472 15.998 4.530
31 C -12.992 8.496 10.578
32 S -13.236 10.298 10.079
33 O -12.071 10.998 10.783
34 C -12.778 10.171 8.264
35 H -11.930 8.282 10.461
36 H -13.579 7.891 9.886
37 H -13.360 8.188 11.557
38 H -12.620 11.125 7.762
39 H -13.468 9.495 7.757
40 H -11.803 9.688 8.200
41 C -13.423 16.164 8.008
42 S -12.479 15.602 9.510
43 O -13.439 15.478 10.708
44 C -12.095 13.885 9.023
45 H -13.746 17.204 8.048
46 H -14.280 15.515 7.827
47 H -12.806 16.049 7.117
48 H -13.049 13.359 9.037
49 H -11.474 13.412 9.784
50 H -11.624 13.864 8.041
51 C -16.580 12.035 10.386
52 S -16.143 12.495 8.612
53 O -15.487 11.335 7.876
54 C -17.850 12.658 7.928
55 H -15.732 12.203 11.050
56 H -16.827 10.980 10.510
57 H -17.390 12.723 10.627
58 H -18.387 13.451 8.448
59 H -18.436 11.739 7.940
60 H -17.693 12.984 6.900
61 C -16.922 9.289 5.042
62 S -18.656 9.103 4.408
63 O -18.947 7.597 4.378
64 C -19.366 9.811 5.946
65 H -16.338 8.494 4.577
66 H -16.836 9.043 6.101
67 H -16.536 10.295 4.882
68 H -20.443 9.660 6.023
69 H -19.226 10.891 5.885
70 H -18.922 9.284 6.790
71 C -11.069 10.060 2.049
72 Cl -11.941 8.761 2.863
73 Cl -10.537 9.367 0.448
74 Cl -12.097 11.430 1.654
75 Cl -9.768 10.660 3.005
76 C -15.130 13.329 -1.946
77 Cl -14.368 13.368 -0.272
78 Cl -14.260 12.073 -2.865
79 Cl -16.788 12.918 -1.853
80 Cl -14.971 14.931 -2.711
81 C -9.772 14.477 3.352
82 C -8.501 15.303 3.395
83 C -7.328 14.435 2.938
84 C -5.929 15.146 2.829
85 C -5.883 16.424 1.983
86 C -4.412 16.847 1.834
87 H -9.860 13.723 4.135
88 H -9.937 14.063 2.357
89 H -10.653 15.094 3.526
90 H -8.673 15.955 2.539
91 H -8.303 15.940 4.256
92 H -7.656 14.047 1.974
93 H -7.213 13.521 3.522
94 H -5.600 15.362 3.845
95 H -5.299 14.394 2.353
96 H -6.389 16.274 1.029
97 H -6.410 17.190 2.551
98 H -4.159 17.773 1.318
99 H -3.913 16.914 2.801
100 H -3.889 16.169 1.160
101 C -11.716 17.328 4.879
102 C -13.008 18.123 4.605
103 C -12.775 19.607 4.976
104 C -11.866 20.398 4.027
105 C -11.689 21.941 4.458
106 C -10.489 22.655 3.820
107 H -11.013 17.507 4.066
108 H -11.957 16.265 4.877
109 H -11.236 17.608 5.816
110 H -13.373 17.987 3.587
111 H -13.777 17.777 5.295
112 H -12.500 19.644 6.030
113 H -13.758 20.077 4.974
114 H -10.855 19.992 4.059
115 H -12.186 20.391 2.985
116 H -12.559 22.505 4.122
117 H -11.689 22.148 5.529
118 H -9.534 22.265 4.172
119 H -10.519 22.656 2.731
120 H -10.538 23.724 4.028

The calculation puts the max |F| at 2.52 eV Å⁻¹. Its calculated total energy is -220521.9125 eV. As for the HOMO energy: -8.16 eV. As for the LUMO energy: -0.0077 eV. The calculation puts the frontier orbital gap at 8.2 eV.

Question: Which of these has the highest max |F|?
Answer: C28H70Cl8O7S7